1.
Computed, not measured: an isolated ion of composition C4H9N and charge -1 at a distorted geometry, with ωB97M-V with the def2-TZVPD basis set.

Structure (XYZ):
```
14
C4H9N (ωB97M-V with the def2-TZVPD basis set)
N -0.73964 1.13355 -0.43682
C 0.37460 -1.03992 -0.38083
C -0.63433 -0.13633 -1.14515
C -0.28200 0.86425 0.93500
C 0.78021 -0.23256 0.86865
H 0.64339 -0.84086 1.76179
H -0.28978 0.03117 -2.16666
H -1.54960 -0.68642 -1.10392
H 1.19968 -1.27564 -1.05890
H 0.03258 1.78170 1.44444
H 1.81931 0.08898 0.78264
H -0.14897 1.82939 -0.88429
H -0.02182 -2.00182 -0.04262
H -1.18364 0.48452 1.42667
```

2S+1: 2
HOMO energy (alpha / beta), eV: 1.58 / -4.77
Molar mass, g mol⁻¹: 71.123
Expectation value of S²: 0.750
Calculated total energy, eV: -5782.0652
Relative energy (zero: lowest compared OMol25 entry of this formula, charge and spin), kcal per mole: 2.8
Total charge: -1
Strongest force on any atom, eV/A: 1.16



2.
Computed, not measured: a 2-piece molecular cluster, C3H6S overall at a distorted geometry, with ωB97M-V with the def2-TZVPD basis set.

Structure (XYZ):
```
10
C3H6S (ωB97M-V with the def2-TZVPD basis set)
S -2.68967 -0.01544 0.43085
C 2.09974 0.37220 1.00472
C 1.11039 0.15424 0.12228
C -2.37576 -0.47879 -1.08742
H 1.11553 -0.04200 -0.96325
H -2.71696 0.15970 -1.88458
H 1.83167 0.61554 2.02146
H 0.10918 0.27770 0.58811
H 3.26805 0.28050 1.01076
H -1.75217 -1.32365 -1.24294
```

SMILES: C=C.C=S
2S+1: 1
HOMO energy, eV: -9.01
Molar mass, g mol⁻¹: 74.148
Calculated total energy, eV: -14040.9434
Relative energy (zero: lowest compared OMol25 entry of this formula, charge and spin), kcal per mole: 44.3
Strongest force on any atom, eV/A: 2.60



3.
Computed, not measured: a 5-piece molecular cluster, C22H47O12PS4 overall at a distorted geometry, with ωB97M-V with the def2-TZVPD basis set.

Structure (XYZ):
```
86
C22H47O12PS4 (ωB97M-V with the def2-TZVPD basis set)
S -4.07896 4.59770 -42.99169
S 0.51817 0.96918 -41.69975
S 9.05976 6.18010 -36.60889
S 4.56175 3.43191 -36.14138
P 3.13343 5.92779 -39.94795
O 4.34523 4.32842 -37.25507
O -0.42442 1.32560 -40.62932
O 5.10521 3.83918 -34.80220
O 3.76162 6.85592 -38.70332
O 8.94596 4.95394 -35.83882
O 0.09354 0.97853 -43.05985
O -4.71686 5.72805 -43.71663
O 2.71572 7.08854 -41.02019
O 2.01982 5.03564 -39.68999
O -4.89415 3.60309 -42.35860
O 4.41137 5.32604 -40.71586
O 10.33058 6.70443 -37.04453
C 2.22668 1.72534 -41.55393
C 2.78444 7.18419 -37.71452
C 6.09086 3.91581 -41.18026
C 3.30611 0.68662 -41.54118
C 1.17139 -0.74807 -41.36361
C 7.52519 8.25277 -37.10165
C 2.36025 6.75545 -42.41214
C 3.10503 2.29737 -35.94260
C -2.95719 3.65618 -44.05721
C 5.31624 4.52879 -40.12236
C -1.56312 3.99454 -43.70170
C 6.97318 7.27041 -38.03472
C 1.72510 8.21840 -38.26300
C 2.69661 -0.63494 -40.93095
C 3.41084 0.88107 -36.30350
C -2.68472 5.13250 -41.86052
C 4.83840 0.96614 -36.99578
C 7.99054 6.14646 -38.12843
C -1.47871 4.30902 -42.22633
C 5.71251 2.07489 -36.51620
C 1.60109 7.89169 -42.89347
C 7.95239 7.52435 -35.88748
H 2.81740 -0.62550 -39.84771
H 4.57550 1.10366 -38.04463
H 3.23934 -1.50026 -41.31146
H 3.75894 0.50638 -42.51614
H 7.20480 7.01961 -35.27556
H 8.52681 8.10693 -35.16724
H -0.87026 3.19272 -43.95689
H 8.62575 6.24593 -39.00860
H 6.52559 7.60701 -38.96985
H 6.91099 4.61863 -41.32698
H 6.76828 8.99738 -36.85519
H 2.37308 2.28486 -40.63002
H -0.59569 4.90531 -41.99656
H 3.01254 2.27098 -34.85685
H 1.74193 5.85886 -42.45569
H 3.22599 6.56944 -43.04773
H -3.02281 4.62338 -40.95798
H 6.03234 5.20020 -39.64853
H 1.00625 7.85254 -38.99612
H -2.70993 6.21905 -41.94338
H 1.21521 7.86182 -43.91244
H -2.90974 2.57147 -43.96116
H 2.40581 2.52795 -42.26934
H 1.02776 8.73451 -37.60312
H 3.65034 0.14526 -35.53582
H 3.32831 7.53516 -36.83754
H 0.66200 7.97443 -42.34635
H 4.21419 0.85455 -40.96214
H -3.28428 3.63351 -45.09673
H 8.32855 8.89016 -37.47103
H 2.61625 0.52809 -36.96085
H 2.25879 6.26582 -37.45299
H 5.32300 -0.00123 -36.86367
H 6.56031 2.39905 -37.11974
H 1.18821 -1.35255 -42.27047
H 6.11087 6.83847 -37.52683
H 5.99577 1.74833 -35.51560
H -1.37540 3.31372 -41.79412
H 2.21375 2.67297 -36.44526
H 2.19563 8.80438 -42.93395
H 7.55196 5.16487 -37.94893
H 5.57242 3.74531 -42.12380
H -1.43953 4.89458 -44.30399
H 2.20734 8.99434 -38.85753
H 4.73921 3.95485 -39.39729
H 6.60260 3.02833 -40.80797
H 0.56932 -1.15804 -40.55272
```

SMILES: CCOP(=O)(OCC)OCC.O=S1(=O)CCCC1.O=S1(=O)CCCC1.O=S1(=O)CCCC1.O=S1(=O)CCCC1
2S+1: 1
HOMO energy, eV: -9.92
Molar mass, g mol⁻¹: 662.848
Calculated total energy, eV: -100772.9818
Relative energy (zero: lowest compared OMol25 entry of this formula, charge and spin), kcal per mole: 82.6
Strongest force on any atom, eV/A: 4.96



4.
Computed, not measured: C11H25N5O7Ti as an isolated structure at a distorted geometry, with ωB97M-V with the def2-TZVPD basis set.

Structure (XYZ):
```
49
C11H25N5O7Ti (ωB97M-V with the def2-TZVPD basis set)
Ti 0.05541 0.39655 -0.90099
O 1.43846 -0.74718 0.58097
O -1.70439 -1.42438 -5.28181
O -4.77901 0.27838 0.40748
O -0.39454 1.90213 1.88826
O -2.14601 0.05649 1.38665
O 1.87434 0.44019 -1.75388
O 0.16536 -2.08255 -2.74896
N -0.23236 -1.71781 -1.60922
N 1.40733 1.77306 -1.55179
N 1.51084 0.08039 2.70804
N -1.39413 -0.61923 0.43230
N 0.21322 1.92395 0.69198
C -1.27676 1.38029 -1.68405
C -2.48213 -2.63782 1.18104
C 2.06654 2.51604 -0.54475
C -1.20603 -3.96788 -1.06288
C 1.91959 -0.74673 1.73699
C 1.22672 2.83008 0.53281
C -1.02174 -2.52860 -0.86065
C 3.02112 -1.70180 2.04605
C -1.60789 -1.92140 0.26052
C 1.48129 3.84257 1.56543
C 3.41870 3.08592 -0.79777
H 1.91075 -0.03609 3.62814
H 3.94767 -1.35385 1.59338
H 2.20947 3.51713 2.29379
H -1.74986 -1.19658 -4.35476
H -5.30893 1.04428 0.68087
H 1.83095 4.74826 1.10042
H -1.48832 0.89755 1.69108
H 3.37768 4.18890 -0.83893
H -2.02590 -3.51878 1.57410
H -1.94668 0.46064 -1.74694
H -2.79730 -2.05626 2.02391
H -3.37129 -2.96489 0.68209
H 3.17320 -1.77273 3.11176
H -0.72101 1.03872 -2.63293
H 2.78605 -2.68684 1.64960
H 0.57236 4.05954 2.10653
H 4.14450 2.79888 -0.01854
H -1.08950 -0.67771 -5.61293
H 3.77410 2.70607 -1.76518
H -0.59023 -4.34133 -1.85326
H 0.74962 0.78019 2.50866
H -1.00025 -4.61172 -0.20857
H -3.89871 0.42550 0.82868
H -1.81677 2.35172 -1.71921
H -2.22552 -4.21124 -1.34353
```

2S+1: 2
HOMO energy (alpha / beta), eV: -11.88 / -11.88
Molar mass, g mol⁻¹: 387.216
Expectation value of S²: 0.833
Calculated total energy, eV: -56697.9048
Total charge: +1
Strongest force on any atom, eV/A: 5.29



5.
Computed, not measured: C3H10ClNaP as an isolated structure at a distorted geometry, with ωB97M-V with the def2-TZVPD basis set.

Structure (XYZ):
```
16
C3H10ClNaP (ωB97M-V with the def2-TZVPD basis set)
Cl -3.56299 -0.21414 0.28650
P 1.58982 -0.10197 0.03127
Na 3.21278 -0.87690 1.64494
C -1.93515 -0.66964 -0.22077
C -1.09623 0.52092 -0.66098
C 0.02675 0.89715 0.28619
H -2.05969 -1.41060 -0.99692
H -1.50225 -1.16021 0.64520
H 0.29891 1.94318 0.16114
H 2.83728 -0.92674 -0.15534
H -1.73703 1.38416 -0.79851
H 2.31748 0.94783 -0.57874
H 0.96293 -1.08469 -0.75956
H -0.30424 0.77633 1.31702
H 1.64380 -0.32544 1.44967
H -0.69217 0.30077 -1.65114
```

2S+1: 1
HOMO energy, eV: -13.26
Molar mass, g mol⁻¹: 135.530
Calculated total energy, eV: -29491.2996
Total charge: +1
Strongest force on any atom, eV/A: 3.89



6.
Computed, not measured: C9H16N2O10S2 as an isolated structure at a distorted geometry, with ωB97M-V with the def2-TZVPD basis set.

Structure (XYZ):
```
39
C9H16N2O10S2 (ωB97M-V with the def2-TZVPD basis set)
S 1.15433 -1.02840 3.24873
S -4.32977 -1.57749 -2.05900
O -5.58999 -1.73609 -2.67419
O 0.24865 -1.22804 2.17816
O -3.99276 -2.79357 -1.08417
O 0.68713 -1.84390 4.53086
O 1.54194 5.42406 -3.92234
O 0.85996 3.51269 -3.20876
O 0.88986 0.40484 3.86850
O -4.46202 -0.47826 -0.90240
O 2.54226 -1.24517 3.06123
O -3.18466 -1.32591 -2.84882
N 0.98503 -0.55124 -0.63378
N 1.63532 4.22629 -3.80671
C 2.33954 -0.79733 -0.71800
C -3.97558 -2.35527 0.27934
C 0.71451 -1.03356 5.71466
C 2.75020 3.54690 -4.54628
C -3.55613 -0.90371 0.14462
C 1.17747 0.36674 5.26846
C 0.55845 -0.00688 -1.81322
C 2.76665 -0.37562 -1.94881
C 1.62558 0.10161 -2.65752
H 1.38437 -1.48916 6.43846
H 1.62254 0.47163 -3.66806
H -4.99046 -2.41985 0.67622
H 3.54916 3.44477 -3.81729
H 2.39202 2.62250 -4.97837
H -3.30739 -2.95391 0.89160
H -3.69668 -0.30752 1.03753
H 3.06707 4.24021 -5.31855
H 2.22173 0.57472 5.49146
H -2.54881 -0.85019 -0.27196
H 3.79098 -0.46898 -2.27254
H -0.45899 0.33629 -1.90546
H 0.49976 -0.49499 0.24566
H 2.84438 -1.14568 0.16813
H -0.30171 -0.99612 6.10226
H 0.54606 1.13358 5.71033
```

2S+1: 1
HOMO energy, eV: -7.85
Molar mass, g mol⁻¹: 376.365
Calculated total energy, eV: -54712.8865
Relative energy (zero: lowest compared OMol25 entry of this formula, charge and spin), kcal per mole: 0.0
Strongest force on any atom, eV/A: 1.16